{"formula": "C5H3O3Pm", "method": "the ωB97M-V functional and the def2-TZVPD basis", "species": ["C", "C", "O", "C", "C", "O", "C", "O", "Pm", "H", "H", "H"], "xyz": [[-0.60336, 0.86742, -0.79976], [-1.51288, 1.24053, -1.66248], [-2.31827, 1.54713, -2.43755], [0.82720, 1.06529, -0.45464], [0.58093, -0.39934, -0.41144], [0.52212, -0.99742, 0.78361], [-1.01278, -0.73126, 1.78442], [-0.85159, -1.48261, 2.68355], [1.18968, -2.95659, 2.51495], [1.49874, 1.37587, -1.26059], [0.97639, 1.55045, 0.52031], [0.70382, -1.07946, -1.26038]], "forces_ev_per_a": [[2.67, -1.11, 1.19], [-3.41, 1.18, -3.30], [2.11, -0.83, 2.25], [-0.23, -0.14, -0.21], [-0.33, 0.11, 0.38], [0.88, -1.10, 0.00], [-0.92, -0.48, 1.47], [0.73, -0.13, -0.75], [-1.28, 1.65, -0.70], [-0.25, 0.42, 0.06], [0.11, -0.09, -0.34], [-0.09, 0.53, -0.05]], "homo_energy_ev": [-21.753, -20.598], "orbital_gap_ev": [6.3, 3.8], "spin_multiplicity": 6, "total_energy_ev": -27889.51167, "total_charge": 3}